{
  "formula": "CH5BrN",
  "method": "ωB97M-V with the def2-TZVPD basis set",
  "e_above_lowest_ev": 0.849,
  "homo_lumo_gap_ev": 8.742,
  "charge": 1,
  "symbols": ["C", "N", "Br", "H", "H", "H", "H", "H"],
  "coordinates": [[1.0920, 0.6537, 0.0840], [0.3296, -0.3638, -0.1358], [-2.7762, 0.0513, -0.0218], [1.7268, 0.8789, 0.9270], [1.1351, 1.3216, -0.7622], [-1.6384, -0.7210, 0.4337], [-0.1318, -0.6561, -1.0746], [0.2630, -1.1647, 0.5498]]
}